The following is a DFT calculation (the ωB97M-V functional and the def2-TZVPD basis) of a structure of composition C2BrF2IO at a distorted geometry.

Values from the calculation:
HOMO   -10.3099 eV
Charge   0
E_tot   -3222.8053 hartree
Energy relative to the best compared isomer or geometry (same formula, charge and spin)   164.8 kJ/mol
Lowest unoccupied orbital energy   -0.97 eV
Orbital gap   9.3 eV

Each line ends with the Löwdin charge.
Geometry (Å):
C (-1.037, 0.328, 0.353)  -0.29
C (0.613, -0.306, -0.460)  -1.29
O (-1.303, -0.316, 1.311)  0.03
F (-1.795, 1.587, 0.164)  -0.03
F (0.465, -0.299, -1.779)  -0.08
Br (0.830, -1.957, 0.419)  0.77
I (2.226, 0.964, -0.008)  0.89

---

The following is a DFT calculation (the ωB97M-V functional and the def2-TZVPD basis) of a structure of composition C16H11Br3LiN2O2S2.

Values from the calculation:
HOMO   -4.4025 eV
Charge   -1
E_tot   -9402.4375 hartree
Energy relative to the best compared isomer or geometry (same formula, charge and spin)   18.4 kJ/mol
Lowest unoccupied orbital energy   2.25 eV
Orbital gap   6.7 eV

Each line ends with the Löwdin charge.
Geometry (Å):
Li (-1.593, -0.083, -0.085)  0.48
Br (0.009, 3.038, -2.779)  0.73
C (1.246, 2.624, -1.412)  -0.62
C (2.479, 3.277, -1.417)  -0.20
C (3.418, 3.032, -0.459)  -0.65
Br (5.072, 3.968, -0.529)  0.70
C (3.159, 2.086, 0.568)  -0.20
C (4.076, 1.773, 1.597)  -0.06
C (3.739, 0.837, 2.534)  -0.07
C (2.487, 0.208, 2.432)  -0.16
N (1.609, 0.476, 1.498)  0.11
C (1.914, 1.410, 0.571)  -0.14
C (0.868, 1.686, -0.441)  -0.45
O (-0.254, 1.120, -0.414)  -0.20
H (2.689, 3.995, -2.199)  0.09
H (5.031, 2.279, 1.624)  0.07
H (4.416, 0.575, 3.336)  0.09
H (2.207, -0.551, 3.158)  0.10
C (-6.449, 0.782, 1.140)  -0.15
O (-5.524, -0.282, 1.332)  -0.26
C (-4.298, -0.180, 0.783)  -1.41
S (-3.842, 1.146, -0.128)  0.53
S (-3.284, -1.511, 1.063)  0.46
H (-7.350, 0.478, 1.668)  0.08
H (-6.651, 0.931, 0.079)  0.07
H (-6.055, 1.712, 1.549)  0.07
Br (1.441, -5.750, -2.018)  0.73
C (0.583, -4.117, -1.611)  -0.70
C (1.219, -3.179, -0.817)  -0.10
C (0.547, -1.993, -0.554)  -0.11
N (-0.668, -1.727, -1.022)  0.00
C (-1.269, -2.646, -1.770)  -0.14
C (-0.684, -3.858, -2.104)  -0.11
H (2.204, -3.354, -0.410)  0.10
H (0.991, -1.216, 0.059)  0.09
H (-2.272, -2.408, -2.105)  0.11
H (-1.209, -4.576, -2.716)  0.10

---

The following is a DFT calculation (the ωB97M-V functional and the def2-TZVPD basis) of a structure of composition C17H36BrCl32NO6P2Si at a distorted geometry.

Values from the calculation:
HOMO   -9.3013 eV
Charge   0
E_tot   -19447.9972 hartree
Lowest unoccupied orbital energy   -0.70 eV
Orbital gap   8.6 eV

Each line ends with the Löwdin charge.
Geometry (Å):
O (0.733, -1.470, 3.506)  -0.06
C (-0.219, -1.994, 3.096)  -0.53
N (-1.328, -2.409, 2.720)  -0.05
Si (-2.547, -1.972, 3.957)  0.07
Br (-1.582, -2.384, 5.990)  0.43
P (-4.407, -3.182, 3.960)  0.71
O (-4.943, -3.133, 5.569)  -0.36
O (-5.581, -2.488, 2.997)  -0.36
P (-2.829, 0.228, 3.815)  0.41
O (-4.116, 0.632, 3.171)  -0.41
O (-1.596, 0.945, 2.945)  -0.19
O (-2.827, 0.846, 5.368)  -0.21
H (-4.653, -2.289, 5.963)  0.01
H (-5.388, -1.555, 2.772)  0.00
H (-1.686, 0.555, 2.051)  0.08
H (-3.445, 0.254, 5.841)  0.05
C (-1.160, -4.530, -0.520)  -1.04
Cl (0.289, -3.518, -0.408)  0.49
Cl (-2.433, -3.926, 0.543)  0.54
H (-1.519, -4.521, -1.545)  -0.03
H (-0.906, -5.542, -0.228)  -0.02
C (-6.568, 0.012, 0.625)  -1.02
Cl (-7.649, 0.641, -0.626)  0.52
Cl (-5.258, -0.949, -0.076)  0.52
H (-6.137, 0.846, 1.171)  -0.03
H (-7.142, -0.617, 1.300)  0.03
C (3.822, -0.920, 2.336)  -0.98
Cl (3.324, -2.053, 1.073)  0.54
Cl (4.753, 0.420, 1.658)  0.54
H (2.937, -0.523, 2.825)  0.01
H (4.438, -1.449, 3.058)  0.03
C (-4.400, 4.429, 3.033)  -1.06
Cl (-4.851, 3.118, 1.941)  0.50
Cl (-2.937, 4.036, 3.946)  0.55
H (-4.219, 5.325, 2.447)  -0.01
H (-5.213, 4.602, 3.730)  0.00
C (-7.094, 4.045, -2.288)  -1.01
Cl (-5.966, 3.750, -0.965)  0.47
Cl (-6.267, 4.721, -3.700)  0.51
H (-7.560, 3.104, -2.569)  0.01
H (-7.852, 4.748, -1.955)  -0.01
C (-6.823, 7.323, 0.987)  -0.99
Cl (-6.934, 6.037, 2.194)  0.57
Cl (-8.044, 7.129, -0.277)  0.53
H (-6.974, 8.280, 1.477)  0.03
H (-5.837, 7.291, 0.530)  0.02
C (2.146, -3.952, 6.024)  -0.95
Cl (2.523, -3.659, 7.729)  0.51
Cl (1.104, -2.681, 5.358)  0.59
H (3.074, -3.977, 5.459)  0.02
H (1.634, -4.907, 5.936)  0.03
C (3.443, -0.587, -2.152)  -1.03
Cl (2.344, 0.105, -3.350)  0.50
Cl (4.727, -1.526, -2.927)  0.51
H (3.892, 0.219, -1.578)  0.01
H (2.880, -1.240, -1.494)  -0.03
C (7.023, 1.056, -5.167)  -1.04
Cl (8.477, 2.053, -5.045)  0.51
Cl (5.736, 1.661, -4.119)  0.47
H (6.672, 1.068, -6.195)  -0.03
H (7.267, 0.039, -4.871)  0.02
C (3.587, 1.436, -7.638)  -1.00
Cl (3.904, 0.119, -6.505)  0.50
Cl (5.043, 1.874, -8.542)  0.52
H (2.819, 1.121, -8.339)  0.03
H (3.245, 2.304, -7.081)  0.03
C (-2.063, 4.968, -1.368)  -1.00
Cl (-3.267, 6.142, -1.917)  0.49
Cl (-2.535, 4.228, 0.167)  0.51
H (-1.964, 4.189, -2.118)  0.02
H (-1.113, 5.478, -1.235)  0.03
C (5.074, -5.394, 0.392)  -1.04
Cl (4.436, -5.557, 2.033)  0.48
Cl (4.880, -6.892, -0.526)  0.50
H (4.537, -4.598, -0.116)  0.00
H (6.131, -5.149, 0.449)  0.02
C (7.505, -0.566, -0.568)  -1.05
Cl (7.836, -1.891, 0.558)  0.50
Cl (8.948, -0.127, -1.491)  0.52
H (6.727, -0.878, -1.259)  -0.04
H (7.172, 0.300, -0.003)  -0.01
C (0.008, -6.683, -3.598)  -0.99
Cl (-1.226, -5.511, -4.076)  0.53
Cl (-0.406, -7.473, -2.069)  0.54
H (0.091, -7.440, -4.372)  0.03
H (0.957, -6.168, -3.481)  0.03
C (-4.015, 2.671, -6.138)  -1.04
Cl (-4.465, 1.358, -7.232)  0.50
Cl (-2.549, 2.275, -5.229)  0.49
H (-3.835, 3.570, -6.720)  0.03
H (-4.828, 2.840, -5.437)  -0.02
C (8.732, 0.747, 3.212)  -1.03
Cl (8.082, 2.378, 3.420)  0.50
Cl (7.671, -0.466, 3.937)  0.48
H (8.828, 0.538, 2.150)  0.00
H (9.706, 0.692, 3.690)  0.03